No. 1
Formula: C3H7N5
Source: the Open Molecules 2025 dataset
Level of theory: the ωB97M-V functional and the def2-TZVPD basis

The geometry in ORCA input format:
```
! RIJCOSX wB97M-V def2-TZVPD def2/J DEFGRID3
* xyz 0 1
H -1.408 -2.370 0.713
N -1.404 -1.361 0.407
C -0.277 -1.103 -0.142
C 0.974 -1.863 -0.401
N 1.880 -1.121 -0.869
N 1.430 0.144 -0.853
N 0.054 0.119 -0.698
N -0.499 1.363 -0.446
C -0.547 1.707 0.983
H 1.155 -2.897 -0.164
H 1.624 0.741 -1.684
H -1.443 1.311 -0.863
H -1.016 0.928 1.616
H 0.511 1.744 1.335
H -1.034 2.658 1.067
*
```

* E_LUMO: 1.064 eV
* SMILES string: [H]/N=c1\cn[nH]n1NC
* highest occupied orbital energy: -8.3 eV
* maximum force: 2.21 eV Å⁻¹
* energy above the lowest of the compared OMol25 structures with the same formula, charge and spin: 282.5 kJ/mol

These are the Mulliken partial charges, in e, on atoms 1 to 8:
1. H 0.2171
2. N -0.7035
3. C 0.6600
4. C -0.3507
5. N -0.5760
6. N -0.0926
7. N 0.3912
8. N -0.6407



No. 2
Formula: C5H13N3O
Source: the Open Molecules 2025 dataset
Level of theory: the ωB97M-V functional and the def2-TZVPD basis

The geometry in ORCA input format:
```
! RIJCOSX wB97M-V def2-TZVPD def2/J DEFGRID3
* xyz 0 1
C -0.876 1.160 -1.321
C -0.755 0.307 -0.067
C -0.913 1.134 1.198
C -1.779 -0.818 -0.125
N 0.713 -0.525 0.119
N 0.956 -1.890 0.356
C 1.800 0.273 -0.028
N 3.013 -0.353 -0.091
O 1.661 1.479 -0.225
H -0.624 0.580 -2.207
H -1.897 1.534 -1.407
H -0.244 2.040 -1.271
H -0.145 1.900 1.240
H -1.887 1.627 1.191
H -0.834 0.505 2.082
H -1.767 -1.424 0.778
H -2.772 -0.377 -0.229
H -1.616 -1.460 -0.990
H 0.471 -2.187 1.200
H 0.613 -2.458 -0.416
H 3.060 -1.291 0.273
H 3.822 0.243 -0.060
*
```

* E_LUMO: 0.758 eV
* SMILES string: CC(C)(C)N(N)C(N)=O
* highest occupied orbital energy: -9.2 eV
* maximum force: 2.44 eV Å⁻¹
* energy above the lowest of the compared OMol25 structures with the same formula, charge and spin: 115.7 kJ/mol

These are the Mulliken partial charges, in e, on atoms 1 to 8:
1. C -1.5791
2. C 1.4385
3. C -1.5850
4. C -1.7883
5. N 0.4207
6. N -0.9072
7. C 0.5623
8. N -0.4272



No. 3
Formula: C8H49F9NO20
Source: the Open Molecules 2025 dataset
Level of theory: the ωB97M-V functional and the def2-TZVPD basis

The geometry in ORCA input format:
```
! RIJCOSX wB97M-V def2-TZVPD def2/J DEFGRID3
* xyz 1 1
F 0.073 -0.083 2.640
C 0.341 -0.515 1.318
F 1.207 -1.596 1.441
F 0.965 0.594 0.708
C -1.075 -0.850 0.669
F -1.683 0.388 0.375
F -1.914 -1.448 1.649
C -1.057 -1.857 -0.567
F -2.422 -2.133 -0.855
F -0.483 -3.109 -0.279
C -0.442 -1.279 -1.923
F -0.683 -2.283 -2.913
F -1.169 -0.148 -2.382
C 1.135 -1.057 -1.926
C 1.302 0.482 -2.440
C 2.930 0.566 -2.502
C 3.202 -0.920 -3.133
N 1.926 -1.754 -3.024
H 1.751 -1.313 -1.012
H 0.805 1.260 -1.764
H 1.061 0.590 -3.558
H 3.475 0.510 -1.497
H 3.366 1.314 -3.250
H 3.224 -0.670 -4.255
H 4.175 -1.435 -2.831
H 1.462 -1.492 -3.921
H 2.058 -2.758 -2.821
O 0.103 -3.218 -5.749
H -0.560 -2.576 -5.461
H -0.395 -3.842 -6.291
O 5.092 2.773 -2.654
H 6.041 2.760 -2.495
H 4.810 3.627 -2.308
O 2.654 -3.380 -0.826
H 2.229 -3.348 0.041
H 3.598 -3.402 -0.621
O -3.841 1.037 2.471
H -3.230 0.318 2.278
H -3.862 1.552 1.655
O -1.264 -5.827 -5.058
H -1.706 -5.800 -4.201
H -0.325 -5.842 -4.835
O 6.210 3.003 -0.205
H 5.786 3.034 0.661
H 7.154 2.988 0.000
O -0.620 -0.398 5.514
H -0.412 -0.261 4.584
H -0.031 0.212 5.977
O -5.890 3.266 3.226
H -5.274 2.547 3.028
H -5.915 3.784 2.412
O -7.092 3.126 5.965
H -6.889 3.261 5.029
H -6.502 3.739 6.423
O 2.245 -0.131 6.009
H 2.496 -0.787 6.673
H 2.353 -0.595 5.171
O -0.349 -0.524 -5.319
H -0.356 0.348 -5.744
H -1.214 -0.583 -4.891
O 0.971 1.095 -7.493
H 1.418 0.240 -7.491
H 0.650 1.189 -8.401
O -2.567 -4.424 2.389
H -2.388 -4.446 3.337
H -2.318 -3.532 2.124
O -0.999 1.148 -9.799
H -1.662 1.787 -9.512
H -1.495 0.525 -10.345
O 3.651 -0.380 8.714
H 3.827 -0.403 9.663
H 3.903 0.514 8.451
O -0.117 -1.903 -9.624
H -0.176 -0.949 -9.496
H -0.516 -2.272 -8.827
O -4.892 5.700 4.919
H -5.552 6.340 5.212
H -5.394 5.076 4.378
O -1.799 6.083 4.078
H -1.478 5.323 4.576
H -2.701 6.211 4.404
O 5.484 -2.662 8.225
H 5.376 -3.283 8.954
H 4.877 -1.938 8.439
O -4.825 1.854 7.265
H -4.253 1.261 6.765
H -5.594 1.982 6.689
*
```

* E_LUMO: -2.985 eV
* highest occupied orbital energy: -12.0 eV
* maximum force: 3.47 eV Å⁻¹
* energy above the lowest of the compared OMol25 structures with the same formula, charge and spin: 283.3 kJ/mol

These are the Mulliken partial charges, in e, on atoms 1 to 8:
1. F -0.2642
2. C 0.5431
3. F -0.2431
4. F -0.2143
5. C 0.7089
6. F -0.2893
7. F -0.2788
8. C 0.5127



No. 4
Formula: C6H13NO3
Source: the Open Molecules 2025 dataset
Level of theory: the ωB97M-V functional and the def2-TZVPD basis

The geometry in ORCA input format:
```
! RIJCOSX wB97M-V def2-TZVPD def2/J DEFGRID3
* xyz 0 1
C -2.022 -1.318 0.243
C -0.572 -1.049 0.534
O 0.253 -1.938 0.706
N -0.210 0.231 1.069
C -1.209 1.233 1.396
O 0.772 0.167 2.080
H -2.082 -2.261 -0.294
H -2.500 -0.541 -0.346
H -2.565 -1.419 1.183
H -1.783 1.510 0.515
H -0.699 2.090 1.826
H -1.912 0.848 2.135
H 1.174 -0.712 1.899
C 0.109 0.647 -1.785
C 1.465 0.806 -0.711
C 2.385 -0.374 -0.911
O 1.914 1.927 -0.623
H -0.206 -0.336 -2.126
H 0.487 1.255 -2.606
H -0.632 1.292 -1.315
H 1.923 -1.290 -0.551
H 2.600 -0.511 -1.969
H 3.310 -0.259 -0.347
*
```

* E_LUMO: 0.695 eV
* SMILES string: CC(=O)N(C)O.CC(C)=O
* highest occupied orbital energy: -8.9 eV
* maximum force: 5.69 eV Å⁻¹
* energy above the lowest of the compared OMol25 structures with the same formula, charge and spin: 404.3 kJ/mol

These are the Mulliken partial charges, in e, on atoms 1 to 8:
1. C -1.3647
2. C 0.7203
3. O -0.6802
4. N 0.3876
5. C -1.1562
6. O -0.4782
7. H 0.3427
8. H 0.3464



No. 5
Formula: C28H30As2BrCl3HfN3O2
Source: the Open Molecules 2025 dataset
Level of theory: the ωB97M-V functional and the def2-TZVPD basis

The geometry in ORCA input format:
```
! RIJCOSX wB97M-V def2-TZVPD def2/J DEFGRID3
* xyz 3 1
Hf 12.001 10.411 9.571
O 9.916 14.832 12.215
C 9.535 15.032 10.886
C 8.722 16.063 10.471
C 8.366 16.190 9.171
C 8.784 15.283 8.201
C 9.606 14.222 8.603
C 9.969 14.079 9.897
C 10.955 13.082 10.299
O 10.698 11.751 9.746
N 12.235 13.460 9.700
N 13.117 12.383 9.648
C 14.325 12.678 9.336
C 15.389 11.711 9.156
Br 14.732 9.921 9.176
C 16.715 12.006 9.190
C 17.775 11.082 8.906
C 17.642 10.176 7.870
C 18.685 9.308 7.584
C 19.896 9.386 8.224
C 20.067 10.345 9.206
C 19.064 11.267 9.513
H 9.538 15.534 12.745
H 8.301 16.774 11.192
H 7.548 16.814 8.914
H 8.524 15.426 7.188
H 9.967 13.516 7.877
H 11.025 12.956 11.383
H 12.090 13.732 8.720
H 14.616 13.731 9.458
H 17.025 13.100 9.277
H 16.873 10.189 7.107
H 18.648 8.626 6.712
H 20.715 8.774 7.915
H 21.014 10.513 9.692
H 19.031 12.135 10.189
C 11.774 10.983 5.448
As 11.355 9.657 6.853
C 12.435 8.214 6.159
C 9.562 8.925 6.722
C 8.932 9.011 5.465
C 7.654 8.531 5.426
C 7.107 7.741 6.524
C 7.739 7.706 7.708
C 8.969 8.340 7.810
As 9.862 8.702 9.538
C 8.301 9.228 10.695
C 10.554 7.042 10.357
H 11.514 10.548 4.455
H 12.825 11.100 5.498
H 11.271 11.955 5.489
H 12.019 7.949 5.150
H 12.437 7.425 6.909
H 13.395 8.648 6.080
H 9.365 9.451 4.565
H 7.122 8.614 4.515
H 6.201 7.202 6.286
H 7.335 7.145 8.504
H 7.697 8.319 10.825
H 7.893 10.135 10.189
H 8.747 9.464 11.701
H 10.595 6.973 11.436
H 11.527 6.889 9.868
H 9.892 6.237 10.114
Cl 9.770 9.068 14.372
C 11.464 8.917 14.149
Cl 12.310 10.093 15.176
Cl 12.066 7.206 14.373
C 11.728 9.248 12.691
N 11.944 9.550 11.603
*
```

* E_LUMO: -9.691 eV
* highest occupied orbital energy: -15.2 eV
* maximum force: 3.64 eV Å⁻¹
* energy above the lowest of the compared OMol25 structures with the same formula, charge and spin: 0.0 kJ/mol

These are the Mulliken partial charges, in e, on atoms 1 to 8:
1. Hf 1.1543
2. O -0.5509
3. C 0.8167
4. C -0.6797
5. C -0.6982
6. C -0.9286
7. C -0.1930
8. C 0.1284



No. 6
Formula: C20H21NO4
Source: the Open Molecules 2025 dataset
Level of theory: the ωB97M-V functional and the def2-TZVPD basis

The geometry in ORCA input format:
```
! RIJCOSX wB97M-V def2-TZVPD def2/J DEFGRID3
* xyz 0 1
C 7.231 0.597 -0.321
C 5.771 0.345 -0.189
O 4.940 1.427 -0.323
C 3.682 0.972 -0.169
C 2.510 1.696 -0.219
C 1.326 0.994 -0.025
O 0.185 1.723 -0.083
C -1.039 1.171 0.107
O -2.005 1.896 0.014
C -1.110 -0.260 0.396
C -2.513 -0.757 0.599
C -3.150 -1.109 -0.755
C -4.611 -1.477 -0.583
O -5.005 -2.627 -0.646
N -5.476 -0.465 -0.355
C -5.218 0.925 -0.165
C -5.623 1.577 1.129
C -6.378 1.869 -0.136
C 0.009 -1.028 0.407
C -0.026 -2.510 0.613
C 1.299 -0.400 0.211
C 2.503 -1.103 0.256
C 3.693 -0.422 0.068
C 5.078 -0.800 0.048
C 5.614 -2.174 0.249
H 7.393 1.653 -0.518
H 7.649 0.015 -1.141
H 7.753 0.322 0.594
H 2.488 2.757 -0.398
H -2.542 -1.625 1.257
H -3.086 0.046 1.064
H -3.053 -0.263 -1.436
H -2.641 -1.969 -1.192
H -6.433 -0.759 -0.205
H -4.301 1.270 -0.620
H -4.976 2.338 1.533
H -6.107 0.964 1.875
H -6.261 2.837 -0.595
H -7.372 1.457 -0.237
H -1.041 -2.886 0.667
H 0.476 -3.008 -0.215
H 0.493 -2.773 1.533
H 2.517 -2.164 0.439
H 5.219 -2.848 -0.510
H 5.316 -2.556 1.225
H 6.699 -2.174 0.188
*
```

* E_LUMO: 0.076 eV
* SMILES string: Cc1oc2cc3oc(=O)c(CCC(=O)NC4CC4)c(C)c3cc2c1C
* highest occupied orbital energy: -8.2 eV
* maximum force: 1.17 eV Å⁻¹
* energy above the lowest of the compared OMol25 structures with the same formula, charge and spin: 192.4 kJ/mol

These are the Mulliken partial charges, in e, on atoms 1 to 8:
1. C -1.4777
2. C 1.0329
3. O -0.5238
4. C -0.3412
5. C -1.1815
6. C -0.1808
7. O -0.4794
8. C 0.5485